[1]
{
  "formula": "C12H39N3O12",
  "method": "ωB97M-V/def2-TZVPD",
  "symbols": ["O", "O", "O", "O", "O", "O", "O", "O", "O", "O", "O", "O", "N", "N", "N", "C", "C", "C", "C", "C", "C", "C", "C", "C", "C", "C", "C", "H", "H", "H", "H", "H", "H", "H", "H", "H", "H", "H", "H", "H", "H", "H", "H", "H", "H", "H", "H", "H", "H", "H", "H", "H", "H", "H", "H", "H", "H", "H", "H", "H", "H", "H", "H", "H", "H", "H"],
  "coordinates": [[2.928, 1.066, -1.847], [0.252, 2.743, -1.526], [3.058, 0.445, 0.977], [-0.311, 2.475, 0.423], [-3.478, -1.250, 2.855], [0.625, -1.328, -1.444], [1.259, -3.871, -2.275], [-1.141, 2.137, -3.282], [-1.399, 0.671, -0.620], [1.398, 3.641, -0.009], [0.169, -0.390, 1.053], [2.910, 2.436, 0.747], [0.428, 2.974, -0.367], [-0.898, -1.515, 0.291], [0.922, 0.604, -0.590], [-2.393, 0.971, -1.623], [3.699, 2.876, -0.327], [2.953, 2.485, -1.610], [1.376, -3.472, -0.964], [-2.223, 2.286, -2.386], [-3.414, -1.095, -0.224], [-2.215, -1.117, 0.832], [-2.414, -1.863, 2.099], [1.138, -0.663, 2.031], [-4.059, -2.014, 3.893], [2.177, 0.430, 2.058], [1.696, -1.981, -0.963], [2.086, -1.731, 0.024], [1.698, 1.409, 2.093], [-1.976, 3.154, -1.775], [-3.384, -2.416, 4.648], [-4.783, -1.382, 4.408], [3.912, 3.926, -0.123], [1.854, -1.451, 1.795], [3.453, 1.315, 1.074], [3.380, 2.798, -2.562], [-2.559, 0.272, -2.442], [4.635, 2.321, -0.388], [0.820, 0.621, 0.415], [-4.691, -2.805, 3.489], [0.663, -0.323, -0.893], [-3.326, 1.068, -1.067], [-1.564, -1.925, 2.778], [-2.244, -0.089, 1.191], [-2.552, -2.920, 1.870], [0.635, -4.596, -2.194], [2.504, -1.780, -1.667], [-0.941, -2.497, 0.060], [2.148, 3.019, 0.773], [0.307, -1.984, -2.069], [2.138, -4.040, -0.431], [3.807, 0.693, -1.742], [2.781, 0.299, 2.956], [0.745, -0.783, 3.040], [0.508, -3.648, -0.328], [-1.349, 1.406, -0.004], [-3.090, -0.771, -1.213], [-3.577, -2.152, -0.439], [1.809, 0.889, -0.981], [-0.357, 2.181, -2.731], [-3.081, 2.364, -3.054], [-0.602, -0.952, 1.158], [-4.211, -0.530, 0.260], [2.048, 3.084, -1.717], [0.198, 1.260, -0.844], [-0.885, -0.988, -0.570]],
  "e_lumo_ha": 0.006,
  "e_homo_ev": -7.040
}

[2]
{
  "formula": "C12H39N3O6",
  "method": "ωB97M-V/def2-TZVPD",
  "symbols": ["O", "O", "O", "O", "O", "O", "N", "N", "N", "C", "C", "C", "C", "C", "C", "C", "C", "C", "C", "C", "C", "H", "H", "H", "H", "H", "H", "H", "H", "H", "H", "H", "H", "H", "H", "H", "H", "H", "H", "H", "H", "H", "H", "H", "H", "H", "H", "H", "H", "H", "H", "H", "H", "H", "H", "H", "H", "H", "H", "H"],
  "coordinates": [[-4.311, -0.372, -0.095], [1.428, 0.113, -2.148], [2.015, 0.859, 2.991], [2.616, 0.947, -0.098], [0.542, 0.126, -0.024], [-0.586, -0.231, -5.470], [3.178, 2.191, 6.347], [-0.539, 0.184, -2.319], [-1.331, -0.032, -0.011], [4.439, 1.845, 4.290], [-1.136, -1.797, 1.382], [3.022, 2.141, 4.916], [-0.027, -1.021, -4.431], [-2.339, -1.161, -3.154], [-0.169, 1.176, -5.766], [1.225, -0.254, 2.455], [-3.477, -0.947, 0.883], [-2.039, -1.233, 0.356], [2.097, 0.953, 4.386], [-0.828, -1.022, -3.090], [-4.826, -1.141, -1.193], [-2.233, -2.012, -0.381], [1.143, 1.099, 4.894], [3.839, 2.886, 6.665], [-0.600, -1.947, -2.561], [1.042, -0.828, -4.343], [0.453, 0.351, -2.234], [-0.107, -2.032, -4.831], [2.432, -0.015, 4.758], [-1.980, 0.742, 0.006], [3.711, 1.360, 6.562], [-0.259, -2.189, 0.867], [-5.263, -0.571, -2.014], [-0.280, -0.037, 0.439], [-3.226, -0.197, 1.634], [4.437, 1.903, 3.201], [-5.584, -1.888, -0.959], [0.916, -0.080, 1.424], [5.189, 2.573, 4.599], [-4.051, -1.711, -1.705], [-0.353, 1.763, -4.866], [-0.747, 1.577, -6.598], [0.274, 0.368, -0.911], [-2.780, -0.501, -3.901], [2.005, -0.600, -1.875], [4.735, 0.882, 4.706], [-0.892, 0.943, -2.885], [1.864, -1.137, 2.441], [1.712, 0.666, 0.042], [0.895, 1.094, -5.989], [-3.937, -1.781, 1.412], [2.568, 1.551, -0.839], [-2.836, -0.944, -2.208], [-1.504, -2.610, 2.008], [2.005, 0.873, -2.221], [-2.673, -2.173, -3.381], [0.462, -0.483, 3.199], [-0.848, -1.063, 2.135], [-1.221, -0.259, -0.989], [2.738, 3.104, 4.493]],
  "e_lumo_ha": 0.008,
  "e_homo_ev": -8.134
}

[3]
{
  "formula": "C12H39O7",
  "method": "ωB97M-V/def2-TZVPD",
  "symbols": ["O", "O", "O", "O", "O", "O", "O", "C", "C", "C", "C", "C", "C", "C", "C", "C", "C", "C", "C", "H", "H", "H", "H", "H", "H", "H", "H", "H", "H", "H", "H", "H", "H", "H", "H", "H", "H", "H", "H", "H", "H", "H", "H", "H", "H", "H", "H", "H", "H", "H", "H", "H", "H", "H", "H", "H", "H", "H"],
  "coordinates": [[1.334, 2.425, -0.775], [-0.522, 0.250, 0.050], [-1.399, -1.507, 2.345], [-0.420, -2.398, -0.627], [-3.192, 1.310, 0.298], [5.166, -2.915, -0.373], [1.312, 0.867, 2.138], [-3.554, -2.368, 1.520], [-0.565, 2.410, 2.276], [-2.330, 2.073, -1.932], [-2.682, -1.973, 2.702], [-1.258, -2.514, -1.854], [4.684, -1.802, 0.368], [-3.591, 1.863, -0.964], [3.116, -1.826, 0.312], [2.646, 2.174, -2.679], [-0.417, -2.034, -3.103], [0.846, 2.012, 2.810], [2.620, 1.988, -1.213], [-3.875, 2.766, -0.763], [-2.026, -1.712, -1.780], [0.057, -2.752, -3.645], [-1.183, 1.775, 2.974], [3.604, 1.948, -3.150], [2.690, -0.970, 0.986], [-1.662, -3.532, -1.985], [6.163, -2.942, -0.393], [-0.795, 3.373, 2.855], [-3.039, -1.078, 3.184], [-3.520, -1.384, 0.836], [2.901, -2.805, 0.875], [-0.128, -3.308, -0.506], [-2.980, -2.945, 0.916], [-1.143, -1.539, -3.810], [1.207, 3.322, -0.953], [-2.770, 2.610, -2.766], [-4.536, -2.471, 1.846], [2.838, 1.015, -0.899], [-0.716, -0.814, 0.221], [1.783, 1.636, -3.385], [1.300, 3.019, 2.610], [2.868, -1.757, -0.807], [0.787, 1.782, 3.919], [2.082, 0.818, 2.607], [-1.441, 0.713, 0.178], [-2.725, -2.747, 3.450], [-2.058, 1.156, -2.104], [-4.081, 1.424, 0.952], [-0.778, -1.631, 3.131], [-0.816, 2.425, 1.193], [0.316, -1.002, -2.839], [-1.625, 2.713, -1.499], [2.451, 3.279, -2.961], [5.032, -0.836, -0.065], [4.895, -1.835, 1.372], [3.350, 2.585, -0.513], [-4.376, 1.228, -1.414], [0.136, 0.429, 0.832]],
  "e_lumo_ha": -0.080,
  "e_homo_ev": -12.514,
  "charge": 1
}

[4]
{
  "formula": "C12H40AgB2Br2O6Pd2S4",
  "method": "ωB97M-V/def2-TZVPD",
  "symbols": ["Ag", "Pd", "Pd", "Br", "Br", "S", "S", "S", "S", "O", "O", "O", "O", "O", "O", "C", "C", "C", "C", "C", "C", "C", "C", "C", "C", "C", "C", "B", "B", "H", "H", "H", "H", "H", "H", "H", "H", "H", "H", "H", "H", "H", "H", "H", "H", "H", "H", "H", "H", "H", "H", "H", "H", "H", "H", "H", "H", "H", "H", "H", "H", "H", "H", "H", "H", "H", "H", "H", "H"],
  "coordinates": [[-2.878, 1.074, 1.423], [3.302, 0.810, 1.761], [0.358, 2.308, 1.356], [-1.918, 4.669, -4.012], [1.530, 4.660, -4.672], [1.497, -1.427, 3.785], [-3.737, -2.302, 0.893], [-5.096, -0.046, -3.951], [4.855, -2.257, 0.449], [2.578, -1.086, 2.781], [1.644, 0.891, 0.303], [-1.135, 1.528, -0.041], [-3.224, -1.156, 1.745], [-4.429, -1.251, -4.507], [4.498, -0.877, 0.924], [-0.088, -0.805, 3.087], [-4.291, -3.509, 2.112], [0.584, 3.414, -3.487], [-4.574, 0.054, -2.215], [0.902, 0.396, -0.783], [5.079, -3.190, 1.985], [3.234, -2.955, -0.033], [-4.251, 1.440, -4.553], [-2.271, -3.176, 0.257], [-0.575, 4.069, -2.750], [1.105, -3.192, 3.539], [-0.608, 0.313, -0.543], [4.376, 2.650, 1.045], [0.758, 4.317, 0.290], [4.378, -4.026, 2.017], [-3.172, 1.430, -4.368], [-4.377, 1.416, -5.632], [-4.628, 2.302, -4.006], [4.846, 3.600, 0.556], [-4.313, -4.426, 1.522], [-4.913, 0.957, -1.710], [-0.830, -0.438, 0.233], [-0.320, 4.094, 0.702], [1.466, 4.219, 1.254], [4.746, 2.610, 2.177], [1.054, 3.607, -0.598], [0.837, -3.327, 2.487], [-3.482, 0.034, -2.337], [4.624, 1.671, 0.427], [1.308, -0.555, -1.140], [0.230, -0.035, 2.377], [0.087, 2.661, -4.096], [0.744, 5.461, 0.037], [1.047, 1.165, -1.554], [-0.211, 4.841, -2.077], [2.961, -2.427, -0.945], [0.205, -3.396, 4.114], [6.102, -3.553, 2.036], [-1.977, -4.140, 0.674], [-0.576, -1.606, 2.540], [2.592, -2.532, 0.740], [-1.058, -0.072, -1.465], [3.324, -4.033, -0.107], [-0.986, 3.333, -2.054], [3.178, 2.763, 1.004], [2.005, -3.775, 3.706], [-4.735, -0.813, -1.574], [-0.738, -0.364, 3.838], [4.832, -2.575, 2.846], [-1.405, -2.541, 0.457], [-5.341, -3.295, 2.317], [-2.340, -3.274, -0.826], [1.331, 3.059, -2.786], [-3.717, -3.385, 3.024]],
  "multiplicity": 5,
  "s2": 6.01,
  "e_lumo_ha": [-0.150, -0.193],
  "e_homo_ev": [-10.821, -10.821],
  "charge": 1
}

[5]
{
  "formula": "C12H40N8O8",
  "method": "ωB97M-V/def2-TZVPD",
  "symbols": ["O", "O", "O", "O", "O", "O", "O", "O", "N", "N", "N", "N", "N", "N", "N", "N", "C", "C", "C", "C", "C", "C", "C", "C", "C", "C", "C", "C", "H", "H", "H", "H", "H", "H", "H", "H", "H", "H", "H", "H", "H", "H", "H", "H", "H", "H", "H", "H", "H", "H", "H", "H", "H", "H", "H", "H", "H", "H", "H", "H", "H", "H", "H", "H", "H", "H", "H", "H"],
  "coordinates": [[2.802, -1.221, -3.622], [2.402, 3.211, -4.230], [-2.019, 0.617, -1.371], [-0.160, 2.774, 0.480], [0.944, 2.457, 4.569], [-3.020, -0.659, 3.465], [1.640, -3.413, 2.041], [-1.212, -4.980, -1.261], [0.665, -1.721, -2.933], [-1.244, -1.660, -0.997], [0.130, -5.121, 0.706], [0.706, -3.597, -0.893], [1.516, -1.099, 1.861], [-0.159, 0.021, 0.023], [2.650, -2.109, 0.325], [1.903, -0.560, -1.572], [1.777, -1.107, -2.738], [-0.113, -4.542, -0.495], [1.751, 2.902, -3.219], [-1.178, -0.352, -0.713], [-2.508, 0.919, 1.979], [-3.413, -0.178, 2.417], [-1.246, 3.634, 0.824], [-3.541, -1.276, 1.338], [1.950, -2.232, 1.404], [0.257, 1.530, 3.786], [1.250, 4.057, -2.414], [0.679, 1.896, -3.538], [-0.183, 1.031, 0.228], [1.623, -3.331, -0.430], [0.739, 3.727, -1.513], [1.962, 4.626, -1.873], [0.583, 2.943, 1.030], [-0.061, 2.306, -4.198], [-1.479, 0.561, 1.914], [-4.421, 0.180, 2.649], [-2.899, 1.228, 1.046], [0.816, -4.574, 1.288], [2.209, -1.475, -0.419], [-1.627, 3.376, 1.835], [-1.976, -2.012, -1.550], [1.115, -0.115, -1.069], [0.719, -3.162, -1.842], [-2.591, -1.589, 1.008], [2.461, 2.344, -2.570], [-3.959, -0.744, 0.531], [-0.587, -5.711, 1.157], [0.675, 4.788, -2.961], [-0.123, 2.015, 2.901], [0.256, 1.440, -2.631], [1.116, 1.102, -4.065], [-0.172, -1.519, -2.319], [-0.476, 1.034, 4.356], [2.793, 0.023, -1.358], [1.400, 2.028, 5.286], [-2.061, -0.857, 3.328], [0.589, -2.160, -3.800], [-2.616, 1.727, 2.653], [0.947, -1.080, 2.669], [0.867, 0.669, 3.556], [-4.168, -2.128, 1.597], [0.486, -0.512, 0.645], [3.327, -2.789, -0.004], [-0.566, -2.380, -0.644], [-2.034, 3.534, 0.097], [-1.001, 4.701, 0.835], [3.178, 2.629, -4.222], [1.904, -0.094, 1.650]],
  "smiles": "NC(N)=O.NC(N)=O.NC(N)=O.NC(N)=O.CC(C)O.CC(C)O.CO.CO",
  "e_lumo_ha": -0.028,
  "e_homo_ev": -9.104
}

[6]
{
  "formula": "C12H40O8",
  "method": "ωB97M-V/def2-TZVPD",
  "symbols": ["O", "O", "O", "O", "O", "O", "O", "O", "C", "C", "C", "C", "C", "C", "C", "C", "C", "C", "C", "C", "H", "H", "H", "H", "H", "H", "H", "H", "H", "H", "H", "H", "H", "H", "H", "H", "H", "H", "H", "H", "H", "H", "H", "H", "H", "H", "H", "H", "H", "H", "H", "H", "H", "H", "H", "H", "H", "H", "H", "H"],
  "coordinates": [[-5.784, 1.143, 1.943], [3.491, 2.229, -3.791], [-1.612, 1.462, -1.787], [5.914, 2.750, 2.387], [-0.305, -1.156, 3.452], [-0.485, 0.132, 0.560], [1.880, -2.911, 3.508], [-1.194, -3.659, -3.378], [-0.488, -1.406, -3.327], [2.387, -3.095, 2.162], [0.820, -0.106, 0.043], [-1.015, -2.500, -4.227], [-1.830, 2.800, -1.351], [5.759, 1.330, 2.307], [4.364, 0.898, 2.683], [-3.646, 0.405, 1.178], [-1.426, -2.041, 3.455], [-3.229, 3.271, -1.801], [-5.130, 0.119, 1.220], [2.147, 1.785, -3.918], [-3.074, -0.373, 0.675], [5.036, 3.140, 2.423], [-1.177, -1.233, -2.501], [3.471, -3.040, 2.072], [0.539, -1.563, -3.002], [1.854, -2.403, 1.518], [-6.611, 0.854, 2.328], [-1.590, 0.948, -0.964], [0.851, -1.134, -0.337], [-5.506, 0.098, 0.187], [6.537, 0.867, 2.918], [-0.289, -2.724, -5.011], [-1.582, -2.420, 2.440], [-1.289, -2.843, 4.184], [-3.255, 0.495, 2.194], [1.028, 0.528, -0.816], [4.190, -0.177, 2.665], [-4.023, 2.819, -1.206], [-1.546, -4.387, -3.896], [-2.018, -2.290, -4.602], [-1.161, 3.492, -1.867], [2.128, -4.121, 1.871], [-3.485, 1.344, 0.651], [1.566, 0.046, 0.826], [-3.383, 3.057, -2.858], [2.537, -3.314, 4.084], [-0.483, -0.434, -3.832], [3.627, 1.368, 2.020], [4.048, 1.954, -4.517], [0.483, -1.725, 3.356], [1.558, 2.150, -3.082], [-3.286, 4.358, -1.687], [1.743, 2.164, -4.861], [-1.811, 2.932, -0.270], [-2.318, -1.500, 3.768], [-5.389, -0.872, 1.608], [2.129, 0.690, -3.926], [4.047, 1.296, 3.652], [6.000, 1.046, 1.276], [-0.716, -0.548, 1.201]],
  "smiles": "CCO.CCO.CCO.CCO.CO.CO.CO.CO",
  "e_lumo_ha": 0.014,
  "e_homo_ev": -9.727
}

[7]
{
  "formula": "C12H42B3NO14S",
  "method": "ωB97M-V/def2-TZVPD",
  "symbols": ["S", "O", "O", "O", "O", "O", "O", "O", "O", "O", "O", "O", "O", "O", "O", "N", "C", "C", "C", "C", "C", "C", "C", "C", "C", "C", "C", "C", "B", "B", "B", "H", "H", "H", "H", "H", "H", "H", "H", "H", "H", "H", "H", "H", "H", "H", "H", "H", "H", "H", "H", "H", "H", "H", "H", "H", "H", "H", "H", "H", "H", "H", "H", "H", "H", "H", "H", "H", "H", "H", "H", "H", "H"],
  "coordinates": [[0.877, -2.578, -3.754], [1.169, 5.206, -3.875], [-0.493, -2.249, 0.460], [0.815, 2.037, -2.931], [1.843, 0.109, -4.066], [2.302, -2.847, -4.228], [3.597, 7.629, -7.335], [-3.930, -4.498, 5.439], [2.789, 2.194, 2.000], [-1.282, 3.533, -0.528], [-3.222, -2.643, -1.199], [-0.114, -3.232, -4.702], [-0.554, 0.001, -3.530], [-1.386, -4.007, 3.977], [1.120, 0.398, 4.987], [-1.357, 1.494, -1.675], [2.410, 5.286, -4.558], [-0.776, 2.382, -0.629], [-0.608, -4.696, 4.943], [-4.589, -3.772, 6.468], [0.763, -3.340, -2.069], [0.286, -2.940, 1.431], [2.407, 7.171, -7.960], [-1.922, 0.236, -1.082], [3.349, 1.674, 3.199], [-4.047, -3.794, -1.082], [0.141, 1.226, 5.600], [0.419, 1.940, 0.356], [-0.364, 1.187, -2.731], [0.671, -0.703, -3.763], [1.897, 1.053, -2.973], [-4.813, -3.756, -1.856], [-3.443, -4.695, -1.216], [-1.297, -1.949, 0.904], [1.473, -2.876, -1.299], [0.310, -5.047, 4.470], [0.124, 0.986, 0.915], [1.110, 4.322, -3.492], [-2.777, 0.537, -0.366], [-4.245, -5.409, 5.485], [-0.296, -3.392, -1.644], [0.489, 2.762, 1.145], [-0.590, 0.606, 6.124], [-4.343, -4.205, 7.441], [-2.417, -0.445, -1.861], [2.742, 0.964, -2.158], [1.581, 7.202, -7.245], [2.699, 0.886, 3.579], [3.230, 5.126, -3.853], [1.104, -4.437, -2.182], [-2.554, -2.699, -0.506], [-0.276, -3.795, 1.811], [3.438, 8.537, -7.050], [3.382, 2.888, 1.685], [4.340, 1.259, 2.993], [2.177, 7.801, -8.823], [-4.525, -3.807, -0.100], [1.205, -3.292, 0.960], [-0.364, 1.804, 4.826], [0.536, -2.263, 2.251], [2.556, 6.144, -8.294], [2.444, 4.531, -5.348], [-1.106, -0.332, -0.502], [-2.192, -3.708, 4.422], [1.426, 1.855, -0.178], [-4.251, -2.736, 6.440], [0.624, 1.908, 6.304], [-1.168, -5.553, 5.325], [-5.669, -3.803, 6.308], [-0.356, -4.020, 5.764], [1.552, -0.102, 5.691], [3.425, 2.470, 3.944], [2.505, 6.277, -5.003]],
  "smiles": "CC(=O)N(C)B1OBOB(S(C)(=O)=O)O1.CO.CO.CO.CO.CO.CO.CO.CO",
  "e_lumo_ha": -0.015,
  "e_homo_ev": -9.833
}

no.,DFT total energy (Ha)
1,-1546.86927
2,-1095.77796
3,-1006.77552
4,-8125.13407
5,-1520.96594
6,-1082.98166
7,-2063.27962